[1]
ORCA calculation (ωB97M-V/def2-TZVPD) on C26H28MoN5O8S2Te as an isolated structure.

```
71
C26H28MoN5O8S2Te, DFT ωB97M-V/def2-TZVPD
Mo 0.3699 -0.0024 -0.6804
O -0.8472 -1.2245 -1.5955
S -0.6116 -2.5052 -2.5391
C -0.3866 -1.8364 -4.2041
C -0.9868 -2.9323 -5.0870
C -2.2273 -3.5318 -4.3761
C -2.2980 -2.9989 -2.9349
H 0.6666 -1.6442 -4.3885
H -0.9558 -0.9043 -4.2183
H -0.2427 -3.7067 -5.2661
H -1.2317 -2.5034 -6.0566
H -2.1670 -4.6170 -4.3720
H -3.1530 -3.2652 -4.8809
H -2.6394 -3.7244 -2.2008
H -2.8780 -2.0798 -2.8315
O 7.2880 -0.8451 -0.9907
N 7.0264 0.2044 -0.4518
O 7.8029 1.0162 -0.0178
C 5.5845 0.5038 -0.2718
C 5.2259 1.6802 0.3587
C 3.8848 1.9832 0.5122
C 2.9197 1.0971 0.0696
O 1.5628 1.2300 0.1588
C 3.3541 -0.0680 -0.5486
C 4.6685 -0.4060 -0.7615
N 2.2058 -0.8432 -1.0066
O 1.7652 -0.7212 -2.2198
O 1.5569 -1.6535 -0.1831
N 3.5232 3.2759 1.1199
O 4.3624 3.8352 1.7644
O 2.4350 3.7296 0.8017
H 5.9885 2.3609 0.7174
H 4.9963 -1.3088 -1.2606
S -1.2695 1.6863 -1.3448
C -1.1200 3.2207 -0.4494
N -2.1644 3.6158 0.2503
C -2.1847 4.9363 0.9279
C -1.3568 5.9140 0.1127
C 0.0427 5.3570 -0.0639
N -0.0475 3.9582 -0.5634
H -3.0365 3.1290 0.1028
H -1.7750 4.8131 1.9305
H -3.2240 5.2392 1.0168
H -1.3023 6.8709 0.6283
H -1.8285 6.0846 -0.8563
H 0.6024 5.3453 0.8694
H 0.6146 5.9181 -0.7992
H 0.7594 3.5640 -1.0222
Te -1.4228 0.0509 1.5386
C -0.3484 -0.8776 3.0635
C -0.6995 -0.4289 4.3327
C -0.1628 -1.0873 5.4334
C 0.7182 -2.1428 5.2513
C 1.0777 -2.5551 3.9709
C 0.5495 -1.9193 2.8593
C -2.6834 -1.5198 0.9907
C -2.2146 -2.8283 0.9310
C -3.1250 -3.8461 0.6958
C -4.4741 -3.5503 0.5067
C -4.9224 -2.2384 0.5588
C -4.0237 -1.2059 0.8067
H -1.3758 0.4042 4.4805
H -0.4317 -0.7660 6.4307
H 1.1432 -2.6406 6.1123
H 1.7723 -3.3745 3.8408
H 0.8504 -2.2260 1.8693
H -1.1732 -3.0660 1.1033
H -2.7882 -4.8753 0.6857
H -5.1807 -4.3517 0.3337
H -5.9732 -2.0149 0.4300
H -4.3840 -0.1868 0.8764
```

## Properties
Net charge = +3
LUMO energy (alpha / beta) = -10.801 / -12.704 eV
Gap between HOMO and LUMO (alpha / beta) = 6.27 / 4.36 eV
HOMO (alpha / beta) = -0.627 / -0.627 Eh
Spin multiplicity = 3

---

[2]
ORCA calculation (ωB97M-V/def2-TZVPD) on C26H28N11O2SSeSnTe4 as an isolated structure.

```
74
C26H28N11O2SSeSnTe4, DFT ωB97M-V/def2-TZVPD
Sn -1.3277 1.9072 0.4997
N 0.0643 -5.8883 0.7155
C 0.3106 -4.5534 1.0583
C 0.6281 -3.6212 0.0709
C 0.8536 -2.3009 0.4176
C 0.7811 -1.9006 1.7435
C 0.5298 -2.8348 2.7425
C 0.2964 -4.1544 2.3969
S 0.9882 -0.1779 2.1166
O 1.8759 -0.0711 3.2582
O 1.5048 0.3983 0.8946
N -0.4373 0.4989 2.3676
C -1.5714 -0.1063 2.8126
N -2.6900 0.4633 2.3241
C -3.8560 0.0553 2.7814
C -3.9555 -0.9437 3.7443
C -2.7605 -1.5341 4.1209
N -1.5708 -1.1519 3.6618
H -0.3087 -6.0182 -0.2105
H -0.4350 -6.4125 1.4144
H 0.6559 -3.9330 -0.9679
H 1.0837 -1.5554 -0.3357
H 0.5112 -2.5082 3.7705
H 0.0801 -4.8935 3.1620
H -4.7269 0.5398 2.3469
H -4.9035 -1.2485 4.1630
H -2.7340 -2.3626 4.8246
N 2.3873 4.6055 0.3685
C 2.8597 4.0605 1.5444
C 1.8247 3.3463 2.0662
N 0.7364 3.4429 1.2372
C 1.0986 4.1898 0.2191
C 0.2510 4.4689 -0.9266
N -0.9449 3.9462 -1.1040
C -1.3754 4.3678 -2.3345
C -0.4299 5.1635 -2.9053
N 0.5999 5.2354 -1.9947
H 2.9065 5.1962 -0.2536
H 3.8711 4.2123 1.8794
H 1.7980 2.7418 2.9581
H -2.3423 4.0645 -2.7030
H -0.3910 5.6776 -3.8496
H 1.4675 5.7170 -2.1362
Te -2.2558 3.8883 2.1386
Te -4.8595 4.4899 1.5347
Te -5.7143 2.8950 -0.4744
Te -3.5677 1.3161 -1.0695
C 3.9762 1.4723 -0.6771
N 3.6393 0.5481 -1.7358
C 4.4401 -0.4741 -2.2157
C 3.7215 -1.1619 -3.1174
N 2.4701 -0.5724 -3.1866
C 1.3832 -0.9913 -4.0389
C 2.4137 0.4979 -2.3323
Se 1.0459 1.6600 -2.0855
H 4.8278 1.0850 -0.1190
H 3.1241 1.5674 -0.0071
H 4.2299 2.4531 -1.0869
H 5.4464 -0.6091 -1.8610
H 3.9796 -2.0198 -3.7133
H 1.6814 -0.9492 -5.0879
H 0.5548 -0.3035 -3.8826
H 1.0665 -2.0060 -3.7937
C -2.4978 -3.5960 -1.6586
C -1.9816 -2.4576 -2.2612
C -1.7348 -1.3460 -1.4682
N -1.9528 -1.3269 -0.1549
C -2.4237 -2.4274 0.4206
C -2.7123 -3.5869 -0.2893
H -2.7248 -4.4799 -2.2432
H -1.7905 -2.4217 -3.3264
H -1.3230 -0.4327 -1.8915
H -2.5600 -2.3853 1.4972
H -3.1055 -4.4539 0.2269
```

## Properties
Net charge = -1
LUMO energy = 1.971 eV
Gap between HOMO and LUMO = 4.91 eV
HOMO = -0.108 Eh

---

[3]
ORCA calculation (ωB97M-V/def2-TZVPD) on C26H28N2O2PdS3 as an isolated structure.

```
62
C26H28N2O2PdS3, DFT ωB97M-V/def2-TZVPD
Pd -1.2695 -2.0244 0.6029
C 2.0134 3.9922 2.2328
C 1.2286 3.3809 1.0641
C 1.4044 4.2580 -0.1830
C -0.2544 3.3617 1.4367
C 1.7577 1.9779 0.7729
C 3.1165 1.8067 0.4388
C 3.6598 0.5698 0.1582
C 2.8212 -0.5410 0.2033
S 3.1579 -2.2172 -0.1208
C 1.4987 -2.5990 0.2135
N 0.7669 -1.5744 0.5440
C 1.4761 -0.3888 0.5342
C 0.9392 0.8652 0.8231
C 0.8478 -3.8860 0.0695
C 1.5326 -5.0750 -0.1709
C 0.8174 -6.2469 -0.3267
C -0.5712 -6.2073 -0.2478
C -1.2462 -5.0183 -0.0049
C -0.5572 -3.8199 0.1722
H 1.6166 4.9804 2.4752
H 3.0712 4.1069 1.9932
H 1.9348 3.3636 3.1215
H 1.0318 5.2664 0.0099
H 0.8485 3.8451 -1.0277
H 2.4526 4.3376 -0.4750
H -0.5888 4.3798 1.6449
H -0.4340 2.7571 2.3281
H -0.8716 2.9626 0.6287
H 3.7663 2.6718 0.3994
H 4.7079 0.4717 -0.0923
H -0.1112 0.9173 1.0740
H 2.6155 -5.0809 -0.2351
H 1.3296 -7.1821 -0.5088
H -1.1382 -7.1220 -0.3736
H -2.3276 -5.0390 0.0523
O -2.0052 -0.1288 1.2164
N -3.2743 -0.1289 1.6110
C -3.7305 1.0137 2.1749
C -5.0195 1.1331 2.6071
C -5.8779 0.0387 2.4560
C -5.4021 -1.1089 1.8809
C -4.0702 -1.2132 1.4381
S -3.4646 -2.6337 0.6887
H -2.9836 1.7899 2.2412
H -5.3455 2.0602 3.0540
H -6.9041 0.0945 2.7926
H -6.0314 -1.9774 1.7492
O -1.1514 -0.8105 -1.9278
S -0.7024 -0.1368 -3.1777
C 0.8877 -0.9232 -3.6313
C 1.9373 0.1710 -3.7600
C 1.6400 1.1464 -2.6238
C 0.1424 1.4164 -2.7000
H 0.7478 -1.5305 -4.5236
H 1.0871 -1.5767 -2.7779
H 1.8458 0.6765 -4.7254
H 2.9455 -0.2417 -3.7009
H 2.2199 2.0673 -2.7013
H 1.8839 0.6828 -1.6649
H -0.1010 2.1562 -3.4658
H -0.3168 1.7129 -1.7567
```

## Properties
LUMO energy = 0.146 eV
Gap between HOMO and LUMO = 7.56 eV
HOMO = -0.272 Eh

---

Q: Which F_max values were calculated for the entries above? A: 0.0215; 0.0306; 0.0058, in Eh/bohr.